Density functional theory data (ωB97M-V/def2-TZVPD) for 2 unconnected molecules or ions with the total composition C6H14O.

Output
E_tot ... -8491.780 eV
Charge ... 0
Orbital gap ... 0.2808 Eh
LUMO energy ... 0.18 eV

Structure (XYZ):
```
21
C6H14O | the Open Molecules 2025 dataset | ωB97M-V/def2-TZVPD
O 1.5391 -0.9034 0.3616
C 0.7067 0.9845 -0.0750
C -0.2821 1.3807 0.9658
C 2.5201 -1.2484 -0.5869
C -1.7287 1.0934 0.5873
C -0.8525 -0.8594 -0.7085
C -1.8962 -0.3969 0.2856
H 0.5527 -0.9891 -0.0919
H -0.9880 -0.3983 -1.6941
H 3.3814 -0.5726 -0.4932
H -0.8918 -1.9496 -0.8442
H -2.4020 1.4192 1.3893
H 2.8763 -2.2736 -0.4265
H -1.9895 1.6800 -0.3059
H 0.4509 1.1735 -1.1119
H 1.7391 1.2259 0.1615
H -1.7885 -0.9632 1.2225
H -2.9243 -0.5762 -0.0653
H -0.0128 0.8887 1.9093
H -0.1345 2.4611 1.1331
H 2.1247 -1.1764 -1.6127
```